# 1
23
Properties=species:S:1:pos:R:3:forces:R:3:nbo_charge:R:1 method="wB97M-V/def2-TZVPD" multiplicity=2 homo_lumo_gap_ev="11.668 / 4.651" s2=0.753 energy_ha=-387.2852 total_charge=+1 relative_energy_kj_mol=83.0 max_force_ha_per_bohr=0.066
C 0.013536 -1.575596 -0.661864 0.29 0.72 -0.48 -0.660
C -0.158264 -0.152625 -0.174917 0.43 -1.21 1.56 -0.095
C -1.472267 0.153767 0.535714 0.09 1.59 0.08 -0.622
C 1.071519 0.392463 0.549377 -0.27 1.01 -3.24 -0.642
H -0.067042 -2.267543 0.190347 -0.09 0.12 0.11 0.283
H -0.735768 -1.972178 -1.403336 0.81 0.65 0.53 0.282
H 1.075034 -1.617636 -0.948936 -0.54 -0.63 -0.53 0.246
H -0.095113 0.687863 -1.126780 -0.21 -0.60 0.87 0.493
H -1.510484 -0.619260 1.314245 -0.37 -0.34 -0.31 0.280
H -2.372741 0.282575 -0.027229 -0.63 -1.00 -0.61 0.269
H -1.467449 1.108458 1.053135 0.70 0.23 0.12 0.273
H 1.442842 -0.131668 1.384078 -0.33 -1.30 1.82 0.320
H 1.967939 0.178002 -0.058306 0.03 0.54 -0.29 0.281
H 0.959334 1.450544 0.717594 0.14 0.26 0.36 0.263
H -0.271621 -1.462630 3.739018 0.03 -0.40 0.21 0.471
H -0.427376 -2.163366 2.413233 -0.05 -0.32 0.06 0.435
O -0.229009 -2.345824 3.338409 0.02 0.72 -0.22 -0.896
H 1.349084 -0.596455 -3.617612 0.32 -0.23 -0.21 0.468
H 2.812444 -0.059414 -3.492946 -0.09 -0.23 -0.11 0.484
O 1.897595 0.191022 -3.656097 -0.31 0.41 0.41 -0.942
H -1.655383 2.974945 -0.445513 -0.16 0.31 0.07 0.461
H -0.807444 4.147549 0.022885 -0.14 -0.01 0.18 0.489
O -1.319366 3.397007 0.355501 0.32 -0.28 -0.38 -0.941

# 2
24
Properties=species:S:1:pos:R:3:forces:R:3:nbo_charge:R:1 method="wB97M-V/def2-TZVPD" multiplicity=1 homo_lumo_gap_ev=9.399 energy_ha=-785.8932 relative_energy_kj_mol=24.2 smiles=CCCSC.O.O.O max_force_ha_per_bohr=0.019
C -1.788119 2.002408 -0.476928 -0.19 0.95 0.04 -0.618
C -0.481399 1.274041 -0.717013 -0.29 -0.50 0.63 -0.413
C -0.597205 -0.226948 -0.452710 -0.30 0.11 -0.06 -0.519
S -0.682703 -0.607128 1.317607 0.62 -0.05 0.27 0.144
C 0.359449 -2.101579 1.365433 -0.20 0.80 -0.45 -0.723
H -2.645092 1.461550 -0.883169 0.01 0.10 0.01 0.209
H -1.762356 3.016670 -0.901034 -0.03 -0.34 -0.26 0.214
H -1.962449 2.223668 0.578971 -0.04 -0.51 0.12 0.209
H -0.156864 1.369766 -1.746380 0.16 0.31 -0.18 0.208
H 0.260263 1.668865 -0.019861 0.30 0.09 -0.41 0.218
H -1.523067 -0.625236 -0.861408 0.00 0.03 -0.43 0.215
H 0.235018 -0.743306 -0.926345 0.11 -0.18 0.25 0.221
H -0.136708 -2.919588 0.867100 -0.14 -0.42 0.26 0.225
H 0.641828 -2.271677 2.388967 -0.22 -0.42 0.40 0.230
H 1.267915 -1.889928 0.824184 0.37 0.08 -0.26 0.206
H 4.207168 0.753198 -2.451988 -0.02 0.04 -0.02 0.465
H 3.010931 0.173023 -1.704444 0.13 0.04 0.16 0.483
O 3.729022 -0.066711 -2.302892 -0.07 -0.06 -0.07 -0.950
H -2.905422 -1.232697 1.061691 -0.24 -0.03 0.35 0.474
H -4.336690 -1.259724 1.695235 0.22 0.12 0.06 0.468
O -3.804092 -1.589898 0.967768 -0.06 -0.16 -0.37 -0.968
H 2.421894 0.162670 1.145721 -0.03 0.28 -0.19 0.477
H 3.795331 0.681537 0.728654 -0.34 0.04 -0.19 0.478
O 2.853347 0.747031 0.502852 0.24 -0.31 0.35 -0.953

# 3
24
Properties=species:S:1:pos:R:3:forces:R:3:nbo_charge:R:1 method="wB97M-V/def2-TZVPD" multiplicity=1 homo_lumo_gap_ev=8.827 energy_ha=-785.8589 relative_energy_kj_mol=114.3 smiles=CCCSC.O.O.O max_force_ha_per_bohr=0.045
C -0.364652 1.858498 -0.710879 -0.59 0.95 -0.48 -0.633
C 0.462135 1.419985 0.500008 0.74 -0.52 -0.86 -0.416
C -0.107636 0.297850 1.395141 -1.43 1.74 -0.61 -0.545
S 1.017591 -0.009650 2.763824 0.08 -0.88 -0.70 0.174
C 1.987703 -1.482500 2.141547 -1.20 0.60 1.58 -0.709
H -1.301658 1.316546 -0.800148 -0.30 0.08 0.22 0.199
H -0.550138 2.949682 -0.723759 -0.37 -0.49 0.52 0.217
H 0.086240 1.777514 -1.699970 0.58 -0.65 0.10 0.203
H 0.701786 2.296644 1.090990 0.18 -0.06 0.24 0.213
H 1.394808 1.009147 0.081794 0.03 0.31 0.52 0.190
H -0.432432 -0.500935 0.717313 0.54 -0.53 0.58 0.208
H -1.078652 0.662122 1.816882 0.74 -0.27 -0.03 0.225
H 1.865332 -1.672055 1.079111 0.43 0.31 0.05 0.224
H 2.973396 -1.302839 2.549349 0.44 -0.16 -0.68 0.227
H 1.551904 -2.285031 2.731568 0.14 -0.40 -0.35 0.214
H -2.294053 -0.197275 -3.466039 0.79 0.64 -0.51 0.486
H -2.627533 1.094012 -2.474312 0.52 -0.74 -0.98 0.490
O -2.808296 0.185849 -2.770939 -1.31 0.04 1.50 -0.973
H 2.132753 -0.657874 -1.555418 -0.36 -0.05 -0.10 0.465
H 2.985260 0.608964 -1.405505 0.01 -0.59 -0.02 0.472
O 3.031022 -0.363467 -1.420348 0.38 0.61 0.07 -0.932
H -2.703377 -1.725097 -0.439047 -0.30 -0.39 0.26 0.475
H -2.668945 -2.964361 0.493179 0.31 -0.15 0.07 0.466
O -3.252556 -2.315729 0.105659 -0.05 0.59 -0.40 -0.940